[1]
Computed, not measured: 11 unconnected molecules or ions with the total composition C30H74O11S7 at a distorted geometry, with ωB97M-V/def2-TZVPD.

Each line ends with the Löwdin charge.
Positions of all 122 atoms, in Å:
C  -1.509  -4.031  -1.843  -0.16
C  -0.910  -4.521  -0.545  -0.20
C  0.567  -4.896  -0.828  -0.14
O  0.525  -5.179  -2.272  -0.16
C  -0.786  -4.983  -2.804  -0.20
H  -1.206  -2.995  -1.993  0.09
H  -2.598  -4.039  -1.793  0.11
H  -1.437  -5.383  -0.136  0.11
H  -0.910  -3.701  0.172  0.07
H  0.786  -5.716  -0.144  0.12
H  1.060  -3.938  -0.664  0.10
H  -1.186  -5.995  -2.870  0.12
H  -0.776  -4.625  -3.833  0.11
C  2.712  -2.157  2.202  -0.13
C  3.219  -3.651  2.260  -0.15
C  4.562  -3.584  1.615  -0.26
O  5.067  -2.360  2.001  -0.12
C  4.012  -1.394  2.037  -0.18
H  2.020  -1.780  2.956  0.09
H  2.164  -2.058  1.265  0.08
H  2.646  -4.413  1.733  0.10
H  3.398  -3.964  3.289  0.11
H  4.609  -3.627  0.527  0.11
H  5.117  -4.466  1.936  0.12
H  4.007  -0.840  1.098  0.10
H  4.238  -0.728  2.870  0.12
C  -3.826  -0.678  -4.695  -0.20
C  -3.045  0.256  -5.554  -0.14
C  -1.632  0.076  -4.879  -0.18
O  -1.622  -1.267  -4.357  -0.16
C  -2.931  -1.819  -4.341  -0.22
H  -4.715  -0.997  -5.240  0.12
H  -4.149  -0.166  -3.788  0.12
H  -3.413  1.282  -5.541  0.12
H  -2.953  -0.080  -6.587  0.11
H  -1.464  0.797  -4.079  0.09
H  -0.816  0.038  -5.600  0.11
H  -3.178  -2.155  -3.334  0.10
H  -3.115  -2.616  -5.061  0.12
C  4.291  3.839  1.333  -0.18
C  3.071  3.367  0.627  -0.15
C  3.275  1.829  0.706  -0.19
O  3.820  1.614  1.999  -0.19
C  4.582  2.778  2.364  -0.19
H  4.224  4.795  1.851  0.11
H  5.168  3.947  0.695  0.12
H  3.011  3.587  -0.439  0.11
H  2.120  3.649  1.078  0.09
H  4.062  1.485  0.035  0.12
H  2.339  1.303  0.520  0.11
H  5.634  2.493  2.343  0.12
H  4.382  3.091  3.389  0.11
C  -1.413  1.162  4.055  -0.27
S  0.000  1.864  4.959  0.85
O  0.500  0.680  5.801  -0.60
C  1.314  1.705  3.618  -0.22
H  -2.241  0.953  4.733  0.05
H  -1.085  0.176  3.725  0.01
H  -1.748  1.718  3.180  0.02
H  1.540  0.654  3.439  0.05
H  2.208  2.109  4.093  0.04
H  0.996  2.304  2.765  0.03
C  -0.614  5.706  0.861  -0.26
S  -1.204  6.426  2.431  0.85
O  -2.692  6.169  2.431  -0.58
C  -0.347  5.117  3.442  -0.26
H  -1.167  4.819  0.551  0.04
H  0.462  5.540  0.923  0.04
H  -0.731  6.499  0.122  0.04
H  -0.455  5.204  4.523  0.05
H  0.712  5.197  3.198  0.04
H  -0.571  4.131  3.035  0.02
C  -6.934  2.987  0.818  -0.26
S  -5.399  2.168  0.262  0.80
O  -5.447  1.931  -1.236  -0.58
C  -4.279  3.584  0.741  -0.23
H  -7.815  2.372  0.638  0.05
H  -6.960  3.882  0.196  0.05
H  -6.838  3.361  1.837  0.05
H  -4.286  3.883  1.790  0.05
H  -4.654  4.426  0.159  0.05
H  -3.258  3.353  0.437  0.01
C  1.931  -1.985  -3.674  -0.24
S  3.331  -1.158  -2.808  0.87
O  2.785  -0.697  -1.443  -0.59
C  4.300  -2.718  -2.486  -0.24
H  1.117  -1.317  -3.958  0.02
H  1.455  -2.561  -2.880  0.03
H  2.207  -2.553  -4.562  0.06
H  5.211  -2.393  -1.982  0.05
H  4.575  -3.069  -3.481  0.04
H  3.823  -3.538  -1.951  0.05
C  -0.238  -0.626  0.544  -0.25
S  -1.624  0.545  0.558  0.85
O  -1.061  1.987  0.437  -0.59
C  -2.405  0.105  -1.053  -0.22
H  0.470  -0.438  -0.264  0.04
H  -0.663  -1.608  0.336  0.02
H  0.302  -0.693  1.489  0.03
H  -2.729  -0.926  -1.194  0.05
H  -1.656  0.318  -1.816  0.03
H  -3.267  0.762  -1.168  0.01
C  -3.157  -4.119  3.907  -0.22
S  -1.490  -3.536  3.197  0.86
O  -1.663  -2.001  2.982  -0.60
C  -0.574  -3.595  4.778  -0.25
H  -3.118  -5.209  3.891  0.04
H  -3.901  -3.776  3.189  0.04
H  -3.257  -3.665  4.893  0.05
H  0.458  -3.314  4.568  0.04
H  -0.602  -4.601  5.196  0.05
H  -0.960  -2.838  5.461  0.06
C  0.612  2.344  -2.433  -0.23
S  1.547  3.292  -3.756  0.83
O  3.042  3.181  -3.486  -0.57
C  1.053  2.281  -5.209  -0.27
H  -0.457  2.284  -2.640  0.03
H  0.551  2.893  -1.493  0.03
H  1.104  1.375  -2.351  0.04
H  1.284  1.240  -4.985  0.03
H  1.575  2.501  -6.140  0.05
H  -0.014  2.326  -5.427  0.04

**LUMO energy**: 0.22 eV
**Net charge**: 0
**HOMO level**: -0.312 Ha

***

[2]
Computed, not measured: 8 unconnected molecules or ions with the total composition C30H75BNO22S7 at a distorted geometry, with ωB97M-V/def2-TZVPD.

Each line ends with the Löwdin charge.
Positions of all 136 atoms, in Å:
C  -4.456  -2.088  -3.004  0.04
C  -4.039  -0.820  -3.323  -0.16
C  -4.445  -0.039  -4.550  -0.14
C  -3.851  1.367  -4.540  -0.22
C  -2.318  1.433  -4.319  -0.07
N  -2.033  2.241  -3.083  0.09
C  -3.314  2.380  -2.314  -0.09
C  -4.378  2.350  -3.421  -0.13
B  -5.810  2.041  -2.778  -0.46
O  -5.766  1.276  -1.637  0.15
C  -7.189  2.513  -3.357  -0.12
C  -8.200  1.342  -3.525  -0.09
H  -4.131  -2.993  -3.511  0.06
H  -5.118  -2.204  -2.146  0.06
H  -3.386  -0.318  -2.610  0.09
H  -5.527  0.024  -4.661  0.11
H  -4.083  -0.569  -5.446  0.13
H  -4.004  1.945  -5.450  0.15
H  -1.888  0.464  -4.049  0.12
H  -1.699  1.717  -5.166  0.13
H  -1.657  3.175  -3.249  0.19
H  -1.313  1.748  -2.546  0.17
H  -3.324  1.550  -1.609  0.12
H  -3.353  3.254  -1.665  0.15
H  -4.292  3.347  -3.867  0.14
H  -6.526  0.672  -1.609  0.12
H  -7.087  3.037  -4.309  0.10
H  -7.624  3.208  -2.632  0.12
H  -8.743  1.206  -2.587  0.07
H  -8.937  1.555  -4.295  0.07
H  -7.718  0.386  -3.747  0.07
O  0.841  0.464  -1.322  -0.31
S  1.714  -0.445  -0.626  0.57
O  1.361  -1.825  -0.492  -0.28
O  2.050  0.157  0.801  -0.25
C  0.949  0.490  1.681  -0.24
C  0.290  -0.742  2.271  -0.06
C  3.335  -0.339  -1.306  -0.10
H  0.224  1.113  1.154  0.11
H  1.369  1.091  2.483  0.10
H  -0.196  -1.344  1.503  0.07
H  -0.467  -0.453  3.000  0.09
H  1.031  -1.376  2.758  0.08
H  3.618  0.707  -1.390  0.08
H  3.304  -0.802  -2.290  0.07
H  4.020  -0.882  -0.660  0.08
O  4.372  -0.067  -5.845  -0.28
S  3.703  -0.339  -7.082  0.58
O  3.078  0.715  -7.821  -0.27
O  2.629  -1.499  -6.828  -0.26
C  1.660  -1.276  -5.796  -0.25
C  0.603  -0.264  -6.199  -0.07
C  4.769  -1.238  -8.154  -0.12
H  2.163  -0.976  -4.873  0.11
H  1.190  -2.240  -5.608  0.13
H  1.035  0.727  -6.340  0.07
H  -0.162  -0.192  -5.425  0.05
H  0.136  -0.549  -7.142  0.09
H  5.220  -2.058  -7.602  0.08
H  5.534  -0.545  -8.497  0.08
H  4.190  -1.603  -8.999  0.08
O  -11.612  1.348  -4.784  -0.28
S  -12.003  0.023  -4.401  0.56
O  -11.458  -1.126  -5.056  -0.27
O  -13.591  -0.071  -4.404  -0.26
C  -14.289  0.263  -5.623  -0.25
C  -14.151  -0.807  -6.688  -0.07
C  -11.780  -0.171  -2.664  -0.12
H  -13.952  1.234  -5.989  0.12
H  -15.336  0.369  -5.344  0.12
H  -13.121  -0.898  -7.029  0.07
H  -14.770  -0.563  -7.552  0.08
H  -14.451  -1.779  -6.296  0.09
H  -12.214  0.684  -2.152  0.08
H  -10.708  -0.218  -2.483  0.06
H  -12.252  -1.098  -2.352  0.08
O  1.354  5.214  2.990  -0.27
S  2.223  4.328  3.704  0.57
O  1.879  2.947  3.874  -0.29
O  2.563  4.963  5.122  -0.27
C  1.462  5.319  5.992  -0.24
C  0.793  4.110  6.613  -0.07
C  3.845  4.422  3.023  -0.12
H  0.745  5.936  5.448  0.12
H  1.893  5.941  6.775  0.12
H  0.303  3.493  5.861  0.07
H  0.038  4.419  7.335  0.09
H  1.531  3.484  7.117  0.07
H  4.124  5.466  2.915  0.08
H  3.813  3.935  2.051  0.07
H  4.533  3.896  3.680  0.07
O  1.172  -6.541  2.702  -0.27
S  2.183  -6.871  1.745  0.57
O  3.510  -7.208  2.165  -0.28
O  2.262  -5.704  0.660  -0.26
C  2.493  -4.363  1.137  -0.25
C  3.923  -4.157  1.595  -0.07
C  1.592  -8.138  0.674  -0.12
H  1.785  -4.117  1.931  0.12
H  2.289  -3.698  0.303  0.09
H  4.148  -4.767  2.470  0.06
H  4.097  -3.114  1.861  0.09
H  4.623  -4.446  0.810  0.08
H  0.596  -7.874  0.328  0.07
H  1.560  -9.058  1.255  0.08
H  2.283  -8.245  -0.157  0.07
O  7.410  -3.371  0.669  -0.29
S  8.047  -3.959  1.812  0.57
O  8.088  -3.275  3.068  -0.28
O  9.527  -4.397  1.408  -0.26
C  10.408  -3.393  0.868  -0.25
C  10.906  -2.424  1.922  -0.07
C  7.401  -5.575  2.077  -0.11
H  9.914  -2.868  0.048  0.11
H  11.251  -3.935  0.443  0.12
H  10.091  -1.825  2.328  0.07
H  11.642  -1.743  1.494  0.08
H  11.358  -2.962  2.755  0.09
H  7.393  -6.114  1.133  0.08
H  6.387  -5.460  2.454  0.06
H  8.018  -6.082  2.814  0.08
O  4.184  5.821  9.337  -0.27
S  4.301  4.394  9.324  0.56
O  3.154  3.557  9.507  -0.28
O  5.440  3.958  10.348  -0.26
C  5.316  4.386  11.721  -0.25
C  4.244  3.626  12.476  -0.07
C  5.122  3.893  7.848  -0.11
H  5.142  5.463  11.759  0.12
H  6.287  4.200  12.177  0.12
H  3.253  3.836  12.076  0.07
H  4.249  3.909  13.528  0.08
H  4.406  2.551  12.393  0.09
H  6.010  4.504  7.711  0.08
H  4.424  4.049  7.026  0.06
H  5.376  2.840  7.928  0.08

**LUMO energy**: -2.59 eV
**Net charge**: +1
**HOMO level**: -0.387 Ha